Molecular formula: C2H5ClN2O3
Method: DFT, ωB97M-V/def2-TZVPD

```
13
Properties=species:S:1:pos:R:3:nbo_charge:R:1
C 1.4596 -0.9549 0.0025 -0.697
C 0.6934 0.2708 0.2119 0.344
O 0.6748 1.0967 -0.8795 -0.710
N -1.0201 -0.3088 0.3543 -0.349
Cl -1.2825 -1.9098 -0.2165 0.188
N -1.8916 0.6996 0.1929 0.617
O -1.4645 1.8200 0.3644 -0.460
O -2.9994 0.4148 -0.1087 -0.376
H 0.8625 -1.6120 -0.4919 0.237
H 1.7728 -1.4949 0.8946 0.238
H 2.2929 -0.6595 -0.7506 0.254
H 0.9591 0.8973 1.2021 0.207
H -0.0570 1.7405 -0.7755 0.506
```

Computed properties:
lowest unoccupied orbital energy: 0.023 eV
HOMO-LUMO gap: 10.3 eV

***

Molecular formula: C25H32BO4Sc
Method: DFT, ωB97M-V/def2-TZVPD

```
63
Properties=species:S:1:pos:R:3:nbo_charge:R:1
O -0.4368 1.9422 -2.6004 -0.544
C 0.9187 2.3240 -3.0565 -0.057
C 0.4490 3.7887 -3.2687 -0.458
H 0.9664 1.7119 -3.9416 0.173
H 1.8624 2.1082 -2.4464 0.182
C -0.9692 3.2593 -2.7981 0.282
H 0.5701 4.2015 -4.2831 0.211
H 0.8656 4.5404 -2.5907 0.211
C -2.1018 3.1687 -3.8284 -0.636
H -2.0062 2.5624 -4.7715 0.220
H -2.2987 4.1998 -4.1289 0.210
H -2.9725 2.8113 -3.2502 0.216
C -1.5350 3.8949 -1.4612 -0.642
H -0.8776 4.3096 -0.6588 0.220
H -2.2858 3.2197 -1.0058 0.219
H -2.0960 4.7956 -1.6923 0.209
Sc -0.0490 -0.0150 0.7180 1.189
C 1.2175 1.1170 2.3871 -0.293
C 1.8150 -0.1449 2.0289 -0.372
C 2.2514 -0.0148 0.6560 -0.401
H 2.2793 -0.8821 2.6993 0.260
C 1.8833 1.2829 0.1902 -0.380
C 1.2007 1.9691 1.2541 -0.311
H 0.8688 3.0107 1.2317 0.240
H 0.9448 1.4229 3.3921 0.249
H 2.8669 -0.7493 0.1464 0.240
H 2.2525 1.7742 -0.7182 0.232
C -1.7921 -0.3930 2.3160 -0.322
C -1.9793 0.9089 1.6811 -0.394
C -2.3337 0.7092 0.3202 -0.360
H -1.9134 1.8719 2.2011 0.238
C -2.2331 -0.7128 0.0118 -0.320
C -1.9287 -1.3728 1.2331 -0.402
H -1.8338 -2.4611 1.3932 0.246
H -2.1028 -0.5458 3.3537 0.251
H -2.7927 1.4491 -0.3441 0.231
H -2.3959 -1.1182 -0.9903 0.250
O -0.0110 -0.9016 -2.7941 -0.544
C -0.4987 -0.5922 -4.1775 -0.061
C 0.3508 -1.4471 -5.1534 -0.441
H -0.5427 0.4949 -4.4236 0.199
H -1.5477 -0.8937 -4.3445 0.168
C 1.2190 -2.4247 -4.3421 -0.434
H 0.8405 -0.8589 -5.9381 0.215
H -0.4403 -2.0292 -5.6549 0.206
C 0.8577 -2.1110 -2.8503 -0.077
H 2.2890 -2.2279 -4.5327 0.211
H 0.9930 -3.4528 -4.6820 0.218
H 1.8160 -1.9912 -2.2960 0.184
H 0.3735 -2.9897 -2.3613 0.177
O 0.1265 -2.3701 3.4513 -0.717
B 0.0602 -0.9496 3.6036 0.933
O 0.2943 -0.6760 4.9846 -0.723
C 0.5257 -1.8546 5.5847 0.273
C 0.8860 -2.0764 6.8761 -0.271
C 1.1964 -3.4267 7.2035 -0.225
C 1.1323 -4.4746 6.2546 -0.222
C 0.7858 -4.2140 4.9347 -0.260
C 0.4651 -2.8877 4.6530 0.222
H 0.9179 -1.2956 7.6165 0.226
H 1.5268 -3.6986 8.2169 0.213
H 1.3033 -5.5396 6.5514 0.215
H 0.8022 -5.0558 4.2403 0.227
```

Computed properties:
lowest unoccupied orbital energy (alpha / beta): 0.508 / 0.530 eV
HOMO-LUMO gap (alpha / beta): 5.8 / 5.9 eV

***

Molecular formula: C21H35FHgP2
Method: DFT, ωB97M-V/def2-TZVPD

```
60
Properties=species:S:1:pos:R:3:nbo_charge:R:1
P -2.4303 0.8861 -1.5418 0.825
P 0.0232 -2.5776 1.4044 1.557
C -2.4263 -1.8568 -0.4034 -0.999
C -1.7342 -2.1641 0.9164 -0.701
H -3.4984 -1.7809 -0.1307 0.197
H -2.1196 -0.8500 -0.9073 0.204
H -1.9949 -1.3123 1.5839 0.208
H -2.2475 -3.0508 1.3454 0.231
C 0.5894 -3.7966 0.2258 -0.992
H 1.6486 -4.0340 0.4128 0.242
H 0.4760 -3.3980 -0.7938 0.299
H -0.0147 -4.7091 0.3457 0.276
C -0.2115 -3.3440 3.0164 -0.965
H -0.4275 -4.4070 2.8344 0.268
H -1.0641 -2.8725 3.5282 0.267
H 0.6930 -3.2398 3.6284 0.255
C -2.7466 0.8574 -3.3229 -0.925
H -2.7591 1.8821 -3.7334 0.200
H -3.7177 0.3825 -3.4932 0.241
H -1.9744 0.2706 -3.8455 0.248
C -3.9672 1.4935 -0.8067 -0.930
H -4.1363 0.9587 0.1389 0.234
H -4.7724 1.2014 -1.4986 0.251
H -4.0161 2.5779 -0.6280 0.216
Hg -2.8544 -3.3146 -2.0101 0.980
C -3.8306 -4.9099 -0.7518 -0.584
C -2.9452 -5.4663 -1.7163 -0.423
C -3.3793 -5.8875 -3.1099 -0.435
C -4.4742 -5.0160 -3.8040 -0.441
C -4.3978 -3.5083 -3.5731 -0.435
C -5.0072 -2.7893 -2.5058 -0.499
C -5.8498 -3.4346 -1.4299 -0.425
C -5.3190 -4.8269 -0.9439 -0.432
C -0.8182 1.6267 -1.3161 -0.940
H -3.4731 -4.7506 0.2704 0.194
H -1.9728 -5.8444 -1.3640 0.214
H -3.6965 -6.9380 -3.1222 0.178
H -2.4767 -5.8475 -3.7441 0.223
H -4.3267 -5.1592 -4.8863 0.216
H -5.4618 -5.4318 -3.5763 0.198
H -4.1749 -2.9197 -4.4725 0.226
H -5.0503 -1.6801 -2.5361 0.210
H -6.8719 -3.5593 -1.8291 0.177
H -5.9408 -2.7831 -0.5330 0.196
H -5.7827 -5.0147 0.0355 0.205
H -5.6873 -5.6071 -1.6214 0.200
H -0.2614 1.2809 -0.4280 0.227
H -1.0217 2.7011 -1.2599 0.220
H -0.2241 1.3801 -2.2090 0.253
F 4.6853 0.6019 2.7788 -0.320
C 3.5179 0.0454 2.3060 0.426
C 2.3339 0.2609 3.0133 -0.280
C 1.1866 -0.3973 2.5822 -0.145
C 1.2464 -1.2975 1.5058 -0.436
C 2.4223 -1.3867 0.7352 -0.151
C 3.5813 -0.7166 1.1334 -0.265
H 2.3274 0.9132 3.8838 0.248
H 0.2367 -0.2554 3.1005 0.228
H 2.4447 -2.0283 -0.1484 0.238
H 4.5027 -0.7940 0.5642 0.247
```

Computed properties:
lowest unoccupied orbital energy: -0.453 eV
HOMO-LUMO gap: 2.9 eV

***

Going through the records in order, we get ΔE to the lowest compared entry with this formula, charge and spin values of 127.8, 47.2, 0.0 kcal/mol.
Going through the records in order, we get M values of 140.5, 452.3, 569.0 g/mol.